Record 1
{"formula": "C27H85F5INO22PS", "method": "ωB97M-V with the def2-TZVPD basis set", "species": ["O", "P", "C", "C", "C", "O", "I", "C", "N", "C", "C", "C", "S", "O", "O", "C", "F", "F", "C", "F", "F", "F", "H", "H", "H", "H", "H", "H", "H", "H", "H", "H", "H", "H", "H", "C", "O", "H", "H", "H", "H", "C", "O", "H", "H", "H", "H", "C", "O", "H", "H", "H", "H", "C", "O", "H", "H", "H", "H", "C", "O", "H", "H", "H", "H", "C", "O", "H", "H", "H", "H", "C", "O", "H", "H", "H", "H", "C", "O", "H", "H", "H", "H", "C", "O", "H", "H", "H", "H", "C", "O", "H", "H", "H", "H", "C", "O", "H", "H", "H", "H", "C", "O", "H", "H", "H", "H", "C", "O", "H", "H", "H", "H", "C", "O", "H", "H", "H", "H", "C", "O", "H", "H", "H", "H", "C", "O", "H", "H", "H", "H", "C", "O", "H", "H", "H", "H", "C", "O", "H", "H", "H", "H"], "positions_angstrom": [[1.283, -1.313, 3.891], [1.087, -1.730, 2.474], [-0.387, -0.937, 1.697], [-0.564, -1.705, 0.374], [-1.438, -1.094, -0.716], [-2.471, -1.611, -1.073], [-0.790, 0.677, -1.748], [0.020, 0.520, 1.484], [0.464, 1.154, 2.760], [-0.516, 1.025, 3.893], [-1.784, 0.322, 3.476], [-1.526, -1.013, 2.772], [-3.120, -1.684, 2.296], [-3.826, -1.870, 3.537], [-3.031, -2.909, 1.564], [-4.187, -0.465, 1.361], [-4.852, -1.180, 0.460], [-3.476, 0.491, 0.757], [-5.258, 0.201, 2.282], [-4.673, 0.760, 3.342], [-6.202, -0.655, 2.643], [-5.827, 1.173, 1.552], [0.804, -3.107, 2.415], [2.203, -1.537, 1.640], [-0.855, -2.722, 0.572], [0.435, -1.775, -0.065], [-0.763, 1.131, 1.067], [0.864, 0.533, 0.803], [0.571, 2.147, 2.570], [1.389, 0.856, 3.074], [-0.737, 2.018, 4.251], [-0.061, 0.498, 4.716], [-2.329, 0.130, 4.382], [-2.390, 1.000, 2.885], [-1.226, -1.680, 3.579], [-2.908, 0.552, -4.959], [-1.749, 0.835, -5.737], [-2.732, -0.377, -4.423], [-3.081, 1.356, -4.238], [-3.788, 0.438, -5.594], [-1.907, 1.670, -6.199], [-0.644, -5.869, 2.199], [-0.803, -4.628, 1.510], [0.420, -6.075, 2.278], [-1.072, -5.813, 3.204], [-1.121, -6.680, 1.648], [-1.748, -4.448, 1.440], [0.541, -0.260, -8.398], [-0.564, 0.645, -8.387], [0.980, -0.240, -9.394], [1.293, 0.048, -7.670], [0.208, -1.277, -8.176], [-0.942, 0.623, -7.499], [-1.755, -2.676, 6.608], [-1.927, -1.502, 5.798], [-0.694, -2.913, 6.624], [-2.102, -2.498, 7.624], [-2.306, -3.514, 6.174], [-2.867, -1.302, 5.777], [-4.779, -3.074, 9.971], [-3.829, -2.696, 8.970], [-4.363, -3.915, 10.516], [-4.958, -2.252, 10.668], [-5.724, -3.377, 9.516], [-4.205, -1.951, 8.496], [4.569, 0.254, -7.376], [3.391, 0.058, -6.590], [4.643, -0.554, -8.097], [4.509, 1.201, -7.917], [5.463, 0.249, -6.751], [3.336, 0.782, -5.964], [7.143, -2.422, -7.782], [7.472, -1.039, -7.676], [6.135, -2.550, -7.397], [7.168, -2.751, -8.824], [7.829, -3.035, -7.192], [8.362, -0.924, -8.017], [-6.827, 3.433, 4.353], [-6.348, 2.521, 5.343], [-7.625, 4.017, 4.801], [-6.031, 4.108, 4.026], [-7.224, 2.897, 3.488], [-5.642, 2.008, 4.946], [-6.229, -4.546, 2.409], [-6.211, -4.013, 1.089], [-6.700, -5.525, 2.375], [-5.210, -4.654, 2.792], [-6.806, -3.899, 3.075], [-5.795, -3.153, 1.144], [3.860, -4.616, 1.664], [3.737, -3.517, 0.758], [2.921, -4.705, 2.206], [4.044, -5.546, 1.123], [4.667, -4.441, 2.379], [4.566, -3.443, 0.280], [3.233, 3.377, -9.296], [2.678, 2.242, -9.959], [4.218, 3.565, -9.712], [2.600, 4.256, -9.454], [3.330, 3.182, -8.227], [1.809, 2.075, -9.586], [-3.533, 1.838, 7.127], [-3.551, 3.091, 6.453], [-2.523, 1.438, 7.060], [-3.797, 1.954, 8.180], [-4.229, 1.130, 6.662], [-4.449, 3.434, 6.514], [4.723, -3.860, 5.443], [4.649, -2.650, 4.690], [5.766, -4.165, 5.476], [4.367, -3.707, 6.465], [4.137, -4.653, 4.971], [3.727, -2.381, 4.667], [1.969, 3.446, 5.362], [2.471, 2.947, 4.113], [0.886, 3.507, 5.287], [2.231, 2.775, 6.181], [2.363, 4.442, 5.565], [3.428, 2.900, 4.188], [3.462, 1.137, -0.724], [2.879, 0.152, 0.145], [2.655, 1.650, -1.242], [4.036, 1.859, -0.139], [4.110, 0.657, -1.458], [3.600, -0.299, 0.594], [-0.147, 4.047, -7.469], [-1.362, 3.977, -6.719], [-0.130, 3.190, -8.138], [-0.108, 4.965, -8.059], [0.722, 4.001, -6.807], [-1.387, 4.729, -6.124], [1.022, 4.766, -1.800], [0.402, 3.646, -2.433], [2.032, 4.847, -2.190], [0.482, 5.688, -2.022], [1.069, 4.627, -0.715], [-0.493, 3.588, -2.090], [5.931, 5.600, -8.365], [5.490, 4.549, -7.506], [5.049, 6.054, -8.809], [6.477, 6.362, -7.803], [6.569, 5.211, -9.163], [6.269, 4.147, -7.116]], "e_homo_ev": -10.8, "total_charge": 1, "energy_ev": -117710.322}

=====

Record 2
{"formula": "C27H87ClNO20Si", "method": "ωB97M-V with the def2-TZVPD basis set", "species": ["C", "C", "C", "O", "C", "N", "C", "C", "O", "Si", "C", "C", "C", "C", "Cl", "C", "O", "O", "H", "H", "H", "H", "H", "H", "H", "H", "H", "H", "H", "H", "H", "H", "H", "H", "H", "H", "H", "H", "H", "H", "H", "C", "O", "H", "H", "H", "H", "C", "O", "H", "H", "H", "H", "C", "O", "H", "H", "H", "H", "C", "O", "H", "H", "H", "H", "C", "O", "H", "H", "H", "H", "C", "O", "H", "H", "H", "H", "C", "O", "H", "H", "H", "H", "C", "O", "H", "H", "H", "H", "C", "O", "H", "H", "H", "H", "C", "O", "H", "H", "H", "H", "C", "O", "H", "H", "H", "H", "C", "O", "H", "H", "H", "H", "C", "O", "H", "H", "H", "H", "C", "O", "H", "H", "H", "H", "C", "O", "H", "H", "H", "H", "C", "O", "H", "H", "H", "H"], "positions_angstrom": [[-3.145, 1.312, -0.395], [-2.198, 0.474, -1.258], [-0.827, 0.310, -0.538], [-0.501, -0.959, -0.062], [-1.514, -1.645, 0.636], [-0.885, -2.626, 1.488], [-1.252, -2.474, 2.884], [-0.964, -1.080, 3.485], [0.180, -0.473, 2.936], [0.346, 1.174, 3.168], [1.742, 1.715, 2.012], [0.778, 1.676, 4.937], [-1.215, 2.150, 2.701], [-1.221, -3.931, 0.937], [-0.766, -5.302, 2.009], [-0.421, -4.166, -0.408], [-1.034, -4.790, -1.319], [0.723, -3.731, -0.439], [-2.562, 2.164, -0.051], [-3.488, 0.805, 0.502], [-3.970, 1.740, -0.959], [-1.997, 1.067, -2.151], [-2.635, -0.458, -1.602], [-0.767, 1.107, 0.212], [-0.057, 0.529, -1.273], [-2.135, -2.126, -0.127], [-2.179, -0.968, 1.180], [-0.716, -3.175, 3.512], [-2.323, -2.690, 3.045], [-1.870, -0.481, 3.364], [-0.823, -1.246, 4.555], [2.575, 2.013, 2.648], [1.441, 2.531, 1.368], [2.091, 0.860, 1.436], [1.218, 0.873, 5.517], [-0.104, 2.092, 5.415], [1.513, 2.477, 4.866], [-1.716, 2.491, 3.601], [-1.882, 1.488, 2.160], [-0.982, 2.958, 2.015], [-2.282, -4.051, 0.713], [2.704, -0.835, -2.611], [1.307, -1.025, -2.764], [2.912, 0.230, -2.704], [3.030, -1.179, -1.627], [3.259, -1.375, -3.386], [1.131, -1.970, -2.669], [2.903, 5.656, 2.690], [2.259, 5.082, 1.563], [2.724, 5.009, 3.545], [3.981, 5.734, 2.521], [2.499, 6.650, 2.905], [2.424, 5.661, 0.812], [3.577, 7.254, -2.112], [3.009, 7.083, -0.812], [4.103, 6.339, -2.372], [2.792, 7.442, -2.844], [4.283, 8.087, -2.109], [2.546, 7.895, -0.591], [0.493, 1.379, -5.231], [-0.918, 1.216, -5.386], [0.720, 2.439, -5.329], [0.806, 1.028, -4.246], [1.031, 0.823, -6.005], [-1.110, 0.277, -5.291], [0.290, 9.495, -4.134], [1.679, 9.652, -3.852], [0.102, 8.439, -4.307], [-0.317, 9.831, -3.289], [0.011, 10.057, -5.028], [1.840, 10.586, -3.700], [4.051, -0.850, 4.376], [2.649, -0.861, 4.623], [4.566, -0.983, 5.325], [4.320, -1.670, 3.703], [4.355, 0.100, 3.933], [2.206, -0.745, 3.773], [-0.706, 5.059, -0.063], [-1.937, 4.455, -0.461], [-0.778, 5.326, 0.989], [0.123, 4.362, -0.198], [-0.526, 5.965, -0.654], [-1.850, 4.223, -1.390], [-2.638, -5.482, 5.547], [-1.318, -6.010, 5.631], [-2.965, -5.239, 6.556], [-2.649, -4.574, 4.938], [-3.324, -6.215, 5.114], [-1.042, -6.216, 4.730], [0.136, -0.946, -8.899], [-1.050, -0.420, -8.318], [-0.153, -1.591, -9.725], [0.771, -0.142, -9.281], [0.698, -1.536, -8.169], [-0.787, 0.149, -7.587], [7.557, -0.644, 4.397], [6.910, 0.355, 3.611], [6.800, -1.172, 4.969], [8.077, -1.354, 3.749], [8.270, -0.179, 5.084], [7.592, 0.808, 3.110], [-3.556, 8.276, 0.869], [-3.154, 6.984, 1.302], [-4.060, 8.767, 1.698], [-2.688, 8.875, 0.576], [-4.248, 8.204, 0.025], [-2.709, 6.557, 0.563], [-2.234, -6.393, -4.697], [-3.280, -5.892, -3.877], [-2.659, -7.074, -5.431], [-1.738, -5.569, -5.219], [-1.505, -6.933, -4.088], [-2.871, -5.296, -3.237], [-1.265, -6.241, -8.585], [-1.909, -7.390, -8.047], [-0.202, -6.457, -8.656], [-1.650, -6.012, -9.583], [-1.409, -5.376, -7.933], [-2.846, -7.189, -7.983], [0.277, -8.884, 6.514], [-0.747, -9.272, 5.610], [1.021, -9.676, 6.560], [0.757, -7.965, 6.172], [-0.140, -8.730, 7.514], [-1.385, -8.551, 5.591], [-5.525, 2.885, 1.813], [-4.140, 3.042, 2.089], [-5.711, 1.830, 1.625], [-6.132, 3.207, 2.665], [-5.812, 3.460, 0.927], [-3.989, 3.978, 2.250], [1.486, -7.694, -0.450], [1.067, -7.944, 0.888], [2.069, -8.552, -0.783], [0.624, -7.568, -1.109], [2.108, -6.796, -0.500], [0.556, -7.174, 1.158]], "e_homo_ev": -5.1, "total_charge": -1, "energy_ev": -92245.791}

=====

Record 3
{"formula": "C28H13Cl85N2O4PS", "method": "ωB97M-V with the def2-TZVPD basis set", "species": ["C", "C", "O", "C", "O", "P", "O", "Cl", "C", "C", "S", "C", "N", "N", "C", "O", "H", "H", "H", "H", "H", "H", "H", "H", "H", "H", "H", "H", "H", "C", "Cl", "Cl", "Cl", "Cl", "C", "Cl", "Cl", "Cl", "Cl", "C", "Cl", "Cl", "Cl", "Cl", "C", "Cl", "Cl", "Cl", "Cl", "C", "Cl", "Cl", "Cl", "Cl", "C", "Cl", "Cl", "Cl", "Cl", "C", "Cl", "Cl", "Cl", "Cl", "C", "Cl", "Cl", "Cl", "Cl", "C", "Cl", "Cl", "Cl", "Cl", "C", "Cl", "Cl", "Cl", "Cl", "C", "Cl", "Cl", "Cl", "Cl", "C", "Cl", "Cl", "Cl", "Cl", "C", "Cl", "Cl", "Cl", "Cl", "C", "Cl", "Cl", "Cl", "Cl", "C", "Cl", "Cl", "Cl", "Cl", "C", "Cl", "Cl", "Cl", "Cl", "C", "Cl", "Cl", "Cl", "Cl", "C", "Cl", "Cl", "Cl", "Cl", "C", "Cl", "Cl", "Cl", "Cl", "C", "Cl", "Cl", "Cl", "Cl", "C", "Cl", "Cl", "Cl", "Cl"], "positions_angstrom": [[-0.949, -0.949, -3.187], [-1.965, -1.809, -4.067], [-1.231, -2.696, -4.874], [-2.893, -2.573, -3.035], [-3.624, -1.539, -2.305], [-5.176, -1.882, -2.108], [-5.372, -3.061, -0.987], [-6.152, -0.254, -1.316], [-6.056, -2.451, -3.623], [-5.679, -1.678, -4.931], [-6.473, -0.007, -5.053], [-5.034, 1.062, -4.768], [-4.043, 1.347, -5.590], [-3.244, 2.146, -4.830], [-3.759, 2.322, -3.652], [-4.941, 1.631, -3.549], [-0.917, -1.407, -2.169], [0.060, -0.903, -3.634], [-1.376, 0.070, -3.077], [-2.534, -1.081, -4.685], [-0.491, -3.074, -4.379], [-2.186, -3.123, -2.371], [-3.530, -3.340, -3.525], [-6.273, -2.878, -0.626], [-7.148, -2.433, -3.406], [-5.768, -3.521, -3.771], [-4.569, -1.594, -4.960], [-5.969, -2.249, -5.839], [-3.410, 2.870, -2.772], [0.277, -4.957, -1.724], [-1.182, -5.309, -2.674], [1.401, -6.320, -1.845], [1.058, -3.494, -2.359], [-0.175, -4.699, -0.036], [-2.873, 1.887, 0.431], [-2.868, 0.377, -0.497], [-4.530, 2.505, 0.563], [-2.252, 1.561, 2.049], [-1.856, 3.097, -0.393], [1.715, 0.515, 0.703], [0.357, 1.557, 0.246], [3.144, 1.503, 1.037], [1.278, -0.405, 2.149], [2.062, -0.617, -0.624], [2.549, 3.417, -3.146], [2.819, 1.901, -2.268], [0.933, 4.043, -2.762], [3.770, 4.601, -2.662], [2.665, 3.119, -4.886], [-3.852, 2.096, 6.116], [-5.024, 0.865, 6.603], [-4.208, 3.623, 6.936], [-2.217, 1.566, 6.541], [-3.975, 2.312, 4.362], [-8.759, -2.983, 1.818], [-10.106, -4.121, 1.826], [-9.017, -1.754, 3.063], [-7.255, -3.854, 2.146], [-8.660, -2.193, 0.218], [7.552, 3.890, -4.773], [7.189, 5.622, -4.728], [6.134, 2.978, -4.235], [7.968, 3.417, -6.427], [8.922, 3.537, -3.697], [3.483, -3.742, 1.542], [1.954, -3.351, 2.346], [4.439, -2.266, 1.342], [4.381, -4.902, 2.534], [3.162, -4.458, -0.052], [-5.942, -7.271, 3.716], [-6.806, -6.264, 4.887], [-4.381, -6.524, 3.297], [-5.656, -8.870, 4.412], [-6.924, -7.428, 2.249], [0.971, -8.149, 2.488], [0.963, -9.617, 1.499], [-0.672, -7.480, 2.565], [1.527, -8.538, 4.121], [2.055, -6.955, 1.759], [9.713, 8.251, -3.248], [11.308, 8.899, -3.663], [9.212, 8.853, -1.653], [8.534, 8.763, -4.467], [9.794, 6.483, -3.203], [11.221, 13.267, -2.557], [10.417, 11.751, -2.123], [10.318, 14.631, -1.875], [12.869, 13.267, -1.909], [11.279, 13.420, -4.320], [-12.779, -6.616, 4.186], [-12.268, -8.098, 5.008], [-11.845, -5.243, 4.810], [-12.497, -6.781, 2.442], [-14.501, -6.340, 4.481], [7.276, 10.564, 1.751], [7.245, 9.055, 0.822], [5.635, 11.213, 1.874], [7.913, 10.247, 3.372], [8.314, 11.739, 0.927], [-9.126, 1.721, 6.195], [-9.086, 0.253, 5.196], [-10.777, 2.353, 6.251], [-8.585, 1.345, 7.841], [-8.053, 2.933, 5.477], [11.728, 2.186, -0.436], [13.306, 2.860, -0.864], [11.236, 2.793, 1.152], [10.534, 2.675, -1.653], [11.831, 0.419, -0.387], [-12.369, -11.857, 6.775], [-12.339, -13.305, 5.759], [-14.021, -11.227, 6.858], [-11.808, -12.264, 8.402], [-11.305, -10.623, 6.075], [5.215, -8.511, -2.668], [5.430, -10.055, -1.830], [3.584, -7.888, -2.350], [6.412, -7.348, -2.082], [5.423, -8.749, -4.409], [3.707, 13.353, -1.464], [2.550, 12.144, -0.879], [3.395, 14.902, -0.666], [5.352, 12.819, -1.093], [3.527, 13.544, -3.215], [-3.990, -5.810, 7.934], [-3.781, -7.373, 8.737], [-5.607, -5.176, 8.287], [-2.768, -4.673, 8.526], [-3.808, -6.017, 6.184], [16.422, 5.256, -2.835], [14.819, 5.913, -3.204], [16.746, 3.866, -3.883], [17.649, 6.501, -3.109], [16.471, 4.741, -1.141]], "e_homo_ev": -11.9, "total_charge": 1, "energy_ev": -1124932.785}

=====

Record 4
{"formula": "C28H16Cl2N8OPt", "method": "ωB97M-V with the def2-TZVPD basis set", "species": ["Pt", "C", "C", "N", "C", "C", "N", "C", "C", "C", "C", "C", "N", "C", "C", "N", "C", "C", "N", "C", "C", "C", "N", "C", "C", "H", "H", "H", "H", "H", "H", "H", "H", "H", "H", "H", "H", "Cl", "C", "C", "C", "Cl", "C", "C", "C", "C", "N", "C", "C", "O", "H", "H", "H", "H", "N", "C"], "positions_angstrom": [[-0.258, -0.266, 0.210], [3.413, -2.102, 1.578], [2.443, -1.150, 1.335], [1.303, -1.466, 0.706], [1.150, -2.764, 0.262], [2.154, -3.701, 0.558], [3.236, -3.367, 1.201], [-0.043, -3.018, -0.507], [-0.534, -4.248, -0.918], [-1.767, -4.336, -1.585], [-2.465, -3.138, -1.811], [-1.940, -1.928, -1.384], [-0.726, -1.878, -0.782], [-2.564, -0.629, -1.456], [-3.735, -0.317, -2.165], [-4.191, 0.901, -2.233], [-3.528, 1.887, -1.631], [-2.387, 1.626, -0.899], [-1.908, 0.380, -0.779], [-2.328, -5.634, -1.988], [-3.570, -5.728, -2.629], [-4.062, -6.976, -2.988], [-3.380, -8.062, -2.734], [-2.218, -8.037, -2.136], [-1.648, -6.834, -1.740], [4.335, -1.864, 2.085], [2.582, -0.121, 1.637], [2.070, -4.735, 0.255], [0.033, -5.131, -0.686], [-3.429, -3.141, -2.286], [-4.298, -1.075, -2.690], [-3.926, 2.884, -1.735], [-1.843, 2.422, -0.409], [-4.174, -4.866, -2.859], [-5.015, -7.091, -3.485], [-1.726, -8.984, -1.965], [-0.691, -6.871, -1.249], [0.492, 4.461, 4.498], [1.010, 4.088, 2.910], [1.836, 4.948, 2.198], [2.391, 4.869, 0.896], [3.356, 6.249, 0.528], [2.293, 3.877, -0.131], [2.952, 4.019, -1.376], [2.840, 3.048, -2.347], [2.073, 1.911, -2.108], [1.435, 1.733, -0.953], [1.549, 2.673, -0.028], [0.576, 2.886, 2.342], [-0.198, 1.809, 2.667], [2.112, 5.851, 2.729], [3.545, 4.896, -1.566], [3.347, 3.169, -3.289], [1.964, 1.130, -2.845], [0.846, 2.371, 1.113], [0.063, 1.268, 1.426]], "e_homo_ev": [-10.3, -13.3], "total_charge": 2, "energy_ev": -71533.065, "multiplicity": 5}